# 1
The following is a quantum chemistry calculation of one molecule with the formula C21H23ClN2O3S, from OMol25.

Cartesian coordinates (Å):
C: -3.74249 0.08625 2.12567
C: -2.49154 -0.70670 1.77269
C: -2.65933 -1.54911 0.49688
C: -1.58146 -2.64142 0.44522
O: -0.33321 -2.15552 0.93053
C: 0.73383 -2.18244 0.10066
O: 0.71828 -2.63523 -1.01460
N: 1.78782 -1.61902 0.74887
C: 3.03975 -1.27819 0.23300
C: 3.47380 -1.69712 -1.02134
C: 4.71721 -1.31347 -1.48772
C: 5.53470 -0.51619 -0.70282
Cl: 7.08903 -0.03720 -1.28813
C: 5.11691 -0.09908 0.55165
C: 3.87276 -0.47960 1.01417
N: -2.72838 -0.73748 -0.71350
C: -3.95236 -0.41664 -1.19485
O: -4.99958 -0.74663 -0.68559
C: -3.87295 0.42209 -2.45501
S: -2.19830 0.23751 -3.09843
C: -1.56165 -0.33247 -1.45382
C: -0.73954 0.75686 -0.82908
C: -1.31932 1.79293 -0.10686
C: -0.53180 2.78282 0.44863
C: 0.84919 2.77367 0.28668
C: 1.69291 3.85572 0.88672
C: 1.41967 1.75626 -0.46739
C: 0.63603 0.76326 -1.02430
H: -3.58153 0.64771 3.04297
H: -4.00372 0.78618 1.33716
H: -4.58904 -0.58042 2.26740
H: -1.64028 -0.03481 1.65285
H: -2.26003 -1.39275 2.58919
H: -3.63731 -2.04705 0.54082
H: -1.87892 -3.45447 1.11395
H: -1.45225 -3.04353 -0.56409
H: 1.57921 -1.27292 1.67562
H: 2.83589 -2.31707 -1.62845
H: 5.05118 -1.63491 -2.46131
H: 5.75946 0.51966 1.15785
H: 3.54059 -0.15159 1.98835
H: -4.59228 0.06863 -3.19147
H: -4.08509 1.46890 -2.22517
H: -0.92381 -1.18962 -1.68866
H: -2.39095 1.82447 0.02418
H: -0.99620 3.57709 1.01533
H: 1.62335 4.75956 0.28123
H: 1.35190 4.10135 1.89054
H: 2.73687 3.55529 0.92897
H: 2.48894 1.73660 -0.62257
H: 1.09402 -0.01013 -1.62263

## Properties
HOMO ... -0.316 Eh
Total energy ... -2007.7163 hartree
Largest force on an atom ... 0.696 eV Å⁻¹
LUMO ... 0.5276 eV
Relative energy (zero: lowest compared OMol25 entry of this formula, charge and spin) ... 0.00 kcal per mole
SMILES string ... CC[C@H](COC(=O)Nc1ccc(Cl)cc1)N1C(=O)CS[C@H]1c1ccc(C)cc1
Total charge ... 0
Molecular weight ... 418.95 g/mol

=====

# 2
The following is a quantum chemistry calculation of one molecule with the formula C21H23N3O at a distorted geometry, from OMol25.

Cartesian coordinates (Å):
C: 3.74953 0.38801 -3.48104
C: 2.99513 0.05154 -2.17986
C: 1.69217 -0.42631 -2.21560
C: 0.98363 -0.83869 -1.06337
C: -0.41206 -1.26571 -1.10444
C: -0.89705 -2.31466 -1.89399
C: -0.12888 -3.10254 -2.94438
C: -2.35648 -2.64183 -1.81502
C: -3.19355 -1.94840 -0.96135
N: -2.65042 -0.97959 -0.12308
C: -3.27902 -0.28324 0.85742
C: -2.38500 0.65910 1.26951
C: -2.63443 1.70482 2.32493
C: -1.33531 2.31983 2.77158
C: -3.62204 2.76732 1.79081
C: -3.30678 1.03068 3.56939
N: -1.18602 0.49307 0.61631
C: -1.34393 -0.52389 -0.20691
C: 1.66702 -0.77633 0.15316
C: 2.96385 -0.24282 0.23125
C: 3.60736 0.18069 -0.93991
N: 4.91991 0.53894 -0.66172
C: 5.14076 0.50827 0.68998
O: 6.11029 1.04087 1.21498
C: 3.93046 -0.03849 1.38607
H: 4.65805 -0.25278 -3.60141
H: 4.12820 1.38766 -3.44726
H: 3.13385 0.19960 -4.33107
H: 1.19733 -0.53944 -3.16895
H: 0.92090 -2.85602 -2.92628
H: -0.49118 -2.92782 -3.95739
H: -0.31262 -4.15518 -2.78605
H: -2.73789 -3.43034 -2.44679
H: -4.24793 -2.24690 -0.92762
H: -4.31291 -0.44118 1.16983
H: -0.81197 2.74468 1.89477
H: -0.69133 1.60556 3.30553
H: -1.55981 3.16019 3.38707
H: -4.57506 2.29509 1.62313
H: -3.76448 3.53988 2.56827
H: -3.30023 3.19352 0.84585
H: -2.74987 0.15847 3.99392
H: -4.30889 0.70126 3.34983
H: -3.41819 1.73252 4.37903
H: 1.12700 -0.98967 1.06932
H: 5.45105 1.15711 -1.28550
H: 4.08552 -1.02610 1.86704
H: 3.55130 0.68923 2.14000

## Properties
HOMO ... -0.287 Eh
Total energy ... -1053.5651 hartree
Largest force on an atom ... 2.779 eV Å⁻¹
LUMO ... 0.5893 eV
Relative energy (zero: lowest compared OMol25 entry of this formula, charge and spin) ... 22.40 kcal per mole
SMILES string ... Cc1cc(-c2c(C)ccn3cc(C(C)(C)C)nc23)cc2c1NC(=O)C2
Total charge ... 0
Molecular weight ... 333.44 g/mol

=====

# 3
The following is a quantum chemistry calculation of one molecule with the formula C21H23N3O2S, from OMol25.

Cartesian coordinates (Å):
O: -4.34782 -2.50738 0.56574
C: -3.83158 -1.61904 -0.08300
C: -2.34615 -1.65498 -0.39705
S: -1.45747 -0.37030 0.54833
C: 0.15072 -1.02060 0.40013
N: 0.45928 -2.04344 -0.34421
C: 1.81041 -2.21376 -0.16610
C: 2.67378 -3.14777 -0.72359
C: 4.00535 -3.07331 -0.37224
C: 4.47664 -2.10491 0.51480
C: 3.63386 -1.17102 1.08328
C: 2.29753 -1.23143 0.72782
N: 1.19900 -0.48251 1.09021
C: 1.17881 0.72688 1.86175
C: 1.31858 1.96654 0.95698
C: 2.58622 1.86899 0.15667
C: 2.58702 1.25026 -1.08686
C: 3.76927 1.06518 -1.78046
C: 4.96565 1.50337 -1.24056
C: 4.97331 2.13572 -0.00910
C: 3.79084 2.31336 0.68618
N: -4.54528 -0.58758 -0.58595
C: -4.04497 0.59550 -1.24807
C: -4.27777 1.80953 -0.33648
O: -5.63865 1.94280 -0.00462
C: -6.12178 0.78773 0.64628
C: -5.94656 -0.45440 -0.23219
H: -1.94204 -2.61290 -0.07302
H: -2.13381 -1.51117 -1.45600
H: 2.30395 -3.89678 -1.40492
H: 4.70464 -3.78184 -0.79083
H: 5.52733 -2.08549 0.76257
H: 4.00768 -0.42206 1.76440
H: 0.23309 0.77404 2.41089
H: 2.00651 0.68849 2.57405
H: 0.45212 2.01451 0.29465
H: 1.32527 2.85587 1.58838
H: 1.65580 0.90447 -1.51370
H: 3.75624 0.57206 -2.74096
H: 5.88976 1.35462 -1.77879
H: 5.90374 2.48527 0.41420
H: 3.80101 2.79989 1.65199
H: -2.98703 0.51090 -1.48146
H: -4.60960 0.73278 -2.17803
H: -3.99476 2.73252 -0.84468
H: -3.67129 1.69174 0.57510
H: -7.17691 0.97168 0.85186
H: -5.58396 0.63849 1.59466
H: -6.25195 -1.35446 0.30157
H: -6.53403 -0.34605 -1.14961

## Properties
HOMO ... -0.297 Eh
Total energy ... -1526.9977 hartree
Largest force on an atom ... 0.825 eV Å⁻¹
LUMO ... 0.5826 eV
Relative energy (zero: lowest compared OMol25 entry of this formula, charge and spin) ... 21.22 kcal per mole
SMILES string ... O=C(CSc1nc2ccccc2n1CCc1ccccc1)N1CCOCC1
Total charge ... 0
Molecular weight ... 381.50 g/mol

=====

Please write out number 1 again, unchanged.
The following is a quantum chemistry calculation of one molecule with the formula C21H23ClN2O3S, from OMol25.

Cartesian coordinates (Å):
C: -3.74249 0.08625 2.12567
C: -2.49154 -0.70670 1.77269
C: -2.65933 -1.54911 0.49688
C: -1.58146 -2.64142 0.44522
O: -0.33321 -2.15552 0.93053
C: 0.73383 -2.18244 0.10066
O: 0.71828 -2.63523 -1.01460
N: 1.78782 -1.61902 0.74887
C: 3.03975 -1.27819 0.23300
C: 3.47380 -1.69712 -1.02134
C: 4.71721 -1.31347 -1.48772
C: 5.53470 -0.51619 -0.70282
Cl: 7.08903 -0.03720 -1.28813
C: 5.11691 -0.09908 0.55165
C: 3.87276 -0.47960 1.01417
N: -2.72838 -0.73748 -0.71350
C: -3.95236 -0.41664 -1.19485
O: -4.99958 -0.74663 -0.68559
C: -3.87295 0.42209 -2.45501
S: -2.19830 0.23751 -3.09843
C: -1.56165 -0.33247 -1.45382
C: -0.73954 0.75686 -0.82908
C: -1.31932 1.79293 -0.10686
C: -0.53180 2.78282 0.44863
C: 0.84919 2.77367 0.28668
C: 1.69291 3.85572 0.88672
C: 1.41967 1.75626 -0.46739
C: 0.63603 0.76326 -1.02430
H: -3.58153 0.64771 3.04297
H: -4.00372 0.78618 1.33716
H: -4.58904 -0.58042 2.26740
H: -1.64028 -0.03481 1.65285
H: -2.26003 -1.39275 2.58919
H: -3.63731 -2.04705 0.54082
H: -1.87892 -3.45447 1.11395
H: -1.45225 -3.04353 -0.56409
H: 1.57921 -1.27292 1.67562
H: 2.83589 -2.31707 -1.62845
H: 5.05118 -1.63491 -2.46131
H: 5.75946 0.51966 1.15785
H: 3.54059 -0.15159 1.98835
H: -4.59228 0.06863 -3.19147
H: -4.08509 1.46890 -2.22517
H: -0.92381 -1.18962 -1.68866
H: -2.39095 1.82447 0.02418
H: -0.99620 3.57709 1.01533
H: 1.62335 4.75956 0.28123
H: 1.35190 4.10135 1.89054
H: 2.73687 3.55529 0.92897
H: 2.48894 1.73660 -0.62257
H: 1.09402 -0.01013 -1.62263

## Properties
HOMO ... -0.316 Eh
Total energy ... -2007.7163 hartree
Largest force on an atom ... 0.696 eV Å⁻¹
LUMO ... 0.5276 eV
Relative energy (zero: lowest compared OMol25 entry of this formula, charge and spin) ... 0.00 kcal per mole
SMILES string ... CC[C@H](COC(=O)Nc1ccc(Cl)cc1)N1C(=O)CS[C@H]1c1ccc(C)cc1
Total charge ... 0
Molecular weight ... 418.95 g/mol